# CH5BO

A single CH5BO molecule in a non-equilibrium geometry (wB97M-V/def2-TZVPD, the Open Molecules 2025 dataset).

ORCA input file:
```
! wB97M-V def2-TZVPD RIJCOSX def2/J DEFGRID3
* xyz 0 1
C -1.228 -0.234 0.198
B 0.565 0.108 -0.164
O 1.862 0.147 0.449
H -1.240 0.552 0.848
H -1.388 -1.130 0.753
H -1.890 -0.331 -0.781
H 0.714 0.304 -1.383
H 2.606 0.583 0.079
*
```

Its energy above the lowest of the compared OMol25 structures with the same formula, charge and spin is 47.3 kcal per mole. The molar mass is 43.86 g/mol. The total energy comes out at -141.15353 hartree. Its structure (SMILES) is CBO. The calculation puts the HOMO-LUMO gap at 10.36 eV.


# CH5BO2

A single CH5BO2 molecule in a non-equilibrium geometry (wB97M-V/def2-TZVPD, the Open Molecules 2025 dataset).

ORCA input file:
```
! wB97M-V def2-TZVPD RIJCOSX def2/J DEFGRID3
* xyz 0 1
C -0.266 -0.547 0.927
B 0.215 0.266 -0.316
O 1.494 0.869 -0.310
O -0.556 0.357 -1.440
H 0.158 -0.007 1.747
H 0.065 -1.585 0.932
H -1.354 -0.535 1.006
H 1.691 1.257 -1.174
H -1.447 -0.074 -1.371
*
```

Its energy above the lowest of the compared OMol25 structures with the same formula, charge and spin is 0.0 kcal per mole. The molar mass is 59.86 g/mol. The total energy comes out at -216.54050 hartree. Its structure (SMILES) is CB(O)O. The calculation puts the HOMO-LUMO gap at 11.94 eV.


# CH5BO2

A single CH5BO2 molecule in a non-equilibrium geometry (wB97M-V/def2-TZVPD, the Open Molecules 2025 dataset).

ORCA input file:
```
! wB97M-V def2-TZVPD RIJCOSX def2/J DEFGRID3
* xyz 0 1
C 0.098 -0.661 -1.055
B -0.158 0.120 0.287
O -1.237 1.027 0.437
O 0.867 0.092 1.193
H 0.174 -1.733 -1.063
H 1.073 -0.383 -1.195
H -0.571 -0.497 -1.861
H -0.941 1.522 1.174
H 0.696 0.512 2.082
*
```

Its energy above the lowest of the compared OMol25 structures with the same formula, charge and spin is 12.0 kcal per mole. The molar mass is 59.86 g/mol. The total energy comes out at -216.52137 hartree. Its structure (SMILES) is CB(O)O. The calculation puts the HOMO-LUMO gap at 11.92 eV.


# CH5BrN2

2 unconnected molecules or ions with the total composition CH5BrN2 in a non-equilibrium geometry (wB97M-V/def2-TZVPD, the Open Molecules 2025 dataset).

ORCA input file:
```
! wB97M-V def2-TZVPD RIJCOSX def2/J DEFGRID3
* xyz 0 1
C 0.129 1.112 -0.353
N -0.740 -0.891 0.242
N -0.491 -0.086 -0.644
Br 1.770 -1.924 0.653
H 1.220 0.965 -0.296
H 0.027 1.605 -1.347
H -0.284 1.732 0.512
H -1.298 -1.735 0.058
H -0.332 -0.777 1.175
*
```

Its energy above the lowest of the compared OMol25 structures with the same formula, charge and spin is 15.5 kcal per mole. The molar mass is 124.97 g/mol. The total energy comes out at -2724.53176 hartree. The calculation puts the HOMO-LUMO gap (alpha / beta) at 6.87 / 6.87 eV.


# CH5ClN2

A molecular structure, CH5ClN2 in a non-equilibrium geometry (wB97M-V/def2-TZVPD, the Open Molecules 2025 dataset).

ORCA input file:
```
! wB97M-V def2-TZVPD RIJCOSX def2/J DEFGRID3
* xyz 0 1
C -0.091 -1.051 0.063
N 0.588 1.629 0.346
N -0.938 -0.493 -0.884
Cl -2.460 -0.101 -0.298
H 0.827 -1.596 -0.554
H 0.451 0.116 0.463
H -0.516 -1.551 1.000
H 0.548 1.312 -0.619
H 1.591 1.734 0.482
*
```

Its energy above the lowest of the compared OMol25 structures with the same formula, charge and spin is 117.7 kcal per mole. The molar mass is 80.52 g/mol. The total energy comes out at -610.60391 hartree. The calculation puts the HOMO-LUMO gap (alpha / beta) at 7.50 / 7.51 eV.


# CH5ClN4

2 unconnected molecules or ions with the total composition CH5ClN4 in a non-equilibrium geometry (wB97M-V/def2-TZVPD, the Open Molecules 2025 dataset).

ORCA input file:
```
! wB97M-V def2-TZVPD RIJCOSX def2/J DEFGRID3
* xyz 0 3
C -0.161 0.012 -0.848
N -1.032 0.421 -1.625
N 0.498 -1.223 -1.122
N 0.562 -0.354 1.903
N 0.377 0.806 0.181
Cl -0.527 2.168 0.640
H -1.386 1.376 -1.437
H -0.047 -1.698 -1.840
H 0.701 -1.919 -0.332
H -0.325 0.144 2.247
H 1.340 0.267 2.232
*
```

The molar mass is 108.53 g/mol. The total energy comes out at -720.12389 hartree. The calculation puts the HOMO-LUMO gap (alpha / beta) at 9.01 / 7.30 eV.


# CH5ClNO2P

A molecular structure, CH5ClNO2P in a non-equilibrium geometry (wB97M-V/def2-TZVPD, the Open Molecules 2025 dataset).

ORCA input file:
```
! wB97M-V def2-TZVPD RIJCOSX def2/J DEFGRID3
* xyz 0 1
C -1.644 0.600 0.302
N 1.178 -1.049 -0.855
O 1.327 -0.519 1.743
O -0.527 1.310 -0.250
P 1.292 0.024 0.359
Cl 2.647 1.328 -0.249
H -1.310 -0.450 0.404
H -2.580 0.510 -0.388
H -2.019 1.258 1.121
H 0.502 -0.913 -1.587
H 1.136 -2.099 -0.600
*
```

Its energy above the lowest of the compared OMol25 structures with the same formula, charge and spin is 44.5 kcal per mole. The molar mass is 129.48 g/mol. The total energy comes out at -1047.86435 hartree. The calculation puts the HOMO-LUMO gap (alpha / beta) at 9.03 / 9.03 eV.


# CH5F2N2O2PS

A single CH5F2N2O2PS molecule in a non-equilibrium geometry (wB97M-V/def2-TZVPD, the Open Molecules 2025 dataset).

ORCA input file:
```
! wB97M-V def2-TZVPD RIJCOSX def2/J DEFGRID3
* xyz 0 1
C -0.731 1.730 -0.836
S 0.688 0.631 -1.061
O 0.795 0.444 -2.425
O 1.884 1.013 -0.343
N 0.129 -0.903 -0.443
P 0.229 -1.214 1.152
N -0.782 -2.417 1.598
F 1.816 -1.121 1.438
F 0.059 0.309 1.705
H -0.869 2.491 -1.507
H -1.461 0.945 -1.026
H -0.596 2.094 0.249
H -0.755 -1.079 -0.970
H -0.404 -2.925 2.470
*
```

Its energy above the lowest of the compared OMol25 structures with the same formula, charge and spin is 12.6 kcal per mole. The molar mass is 178.10 g/mol. The total energy comes out at -1240.39848 hartree. Its structure (SMILES) is CS(=O)(=O)NP(=N)(F)F. The calculation puts the HOMO-LUMO gap at 10.84 eV.